(1)
9
Properties=species:S:1:pos:R:3:lowdin_spin:R:1 method="wB97M-V/def2-TZVPD" max_force_ha_per_bohr=0.0786 multiplicity=3 homo_ev="-5.883 / -9.674" de_lowest_kcal_mol=39.6
S -2.8929 -0.7224 -0.3443 0.822
S 2.1981 0.3470 -0.6361 0.003
N 1.2635 -1.5701 1.0003 0.008
C -1.7509 0.3374 -0.4861 0.587
C -0.8656 1.2560 -0.5452 0.478
C 1.9079 -0.7197 0.4431 0.004
H 0.1679 0.9333 -0.3541 0.042
H -1.3494 2.1594 -0.9783 0.056
H 1.3213 -2.0210 1.9007 0.000

***

(2)
9
Properties=species:S:1:pos:R:3:lowdin_spin:R:1 method="wB97M-V/def2-TZVPD" charge=+2 max_force_ha_per_bohr=0.1423 multiplicity=4 homo_ev="-17.512 / -17.578"
Nd 0.9676 1.6214 0.2274 3.084
O 1.4025 -0.5277 0.1644 -0.050
O -1.1431 0.5088 0.3018 -0.014
C -2.1213 -0.4932 -0.1317 -0.002
C 0.4076 -1.3856 0.4424 0.000
C -0.8383 -0.9187 0.3307 -0.016
H -2.9914 -0.5377 0.5272 0.000
H -2.3320 -0.4642 -1.2039 0.000
H 0.9461 -2.0999 -0.3206 -0.001

***

(3)
8
Properties=species:S:1:pos:R:3:nbo_charge:R:1 method="wB97M-V/def2-TZVPD" charge=+1 max_force_ha_per_bohr=0.0551 homo_ev=-16.949 de_lowest_kcal_mol=8.9
O -3.9591 -0.3418 0.0859 -0.436
O 2.0975 1.9366 0.0903 -0.192
C -2.8440 -0.3391 -0.0311 0.448
C 1.6466 0.9357 0.0785 0.981
C 0.9889 -0.3121 -0.0548 -0.857
H 1.1699 -1.0607 -0.7806 0.358
H -0.0950 -0.1581 -0.3513 0.370
H 0.9953 -0.6605 0.9632 0.327

***

(4)
9
Properties=species:S:1:pos:R:3:lowdin_spin:R:1 method="wB97M-V/def2-TZVPD" charge=+3 max_force_ha_per_bohr=0.1107 multiplicity=2 homo_ev="-23.361 / -23.361" de_lowest_kcal_mol=0.0
Tl 4.6521 0.1660 0.1208 0.732
O 0.3367 -0.8754 -0.0442 0.029
O 2.6450 -0.7512 -0.0423 0.226
C 1.4843 -0.7195 -0.1044 0.013
C -2.4787 -0.0646 0.1159 0.000
C -3.3224 -1.0056 0.0484 0.000
H -4.3628 -0.6314 0.1305 0.000
H -3.1380 -2.0781 -0.0772 0.000
H -2.0133 0.9150 0.2054 0.000

***

Repeat the second record exactly.
9
Properties=species:S:1:pos:R:3:lowdin_spin:R:1 method="wB97M-V/def2-TZVPD" charge=+2 max_force_ha_per_bohr=0.1423 multiplicity=4 homo_ev="-17.512 / -17.578"
Nd 0.9676 1.6214 0.2274 3.084
O 1.4025 -0.5277 0.1644 -0.050
O -1.1431 0.5088 0.3018 -0.014
C -2.1213 -0.4932 -0.1317 -0.002
C 0.4076 -1.3856 0.4424 0.000
C -0.8383 -0.9187 0.3307 -0.016
H -2.9914 -0.5377 0.5272 0.000
H -2.3320 -0.4642 -1.2039 0.000
H 0.9461 -2.0999 -0.3206 -0.001